(1)
Entry from the Open Molecules 2025 dataset: C5H11NO in the gas phase at a distorted geometry (ωB97M-V with the def2-TZVPD basis set).

ORCA input file:
```
! RIJCOSX wB97M-V def2-TZVPD def2/J DEFGRID3
* xyz 0 1
C -0.8609 -1.1825 -0.7422
C -0.9046 0.3414 -0.4577
C -1.7647 0.6716 0.7672
N 0.2452 1.1608 -0.1239
C 1.7713 -0.3021 0.7461
C 1.5242 0.8767 -0.5176
O 1.5280 0.7138 -1.7991
H -0.6567 -1.7747 0.1589
H -1.8730 -1.4695 -1.0565
H -0.1719 -1.4925 -1.5334
H -1.3472 0.8079 -1.3516
H -1.6859 1.7499 0.9155
H -2.8076 0.3693 0.6757
H -1.3136 0.1884 1.6433
H 1.2119 -0.0306 1.6476
H 1.4560 -1.3024 0.4405
H 2.8355 -0.3006 0.9944
H 2.2735 1.6027 -0.1271
*
```

Calculated values
HOMO energy (alpha / beta)	-9.01 / -8.74	eV
total energy	-326.91287	a.u.
orbital gap (alpha / beta)	0.26012 / 0.26905	Eh
energy above the lowest of the compared OMol25 structures with the same formula, charge and spin	573.62	kJ/mol

These are the Mulliken partial charges, in e, on atoms 1 to 8: -1.443 0.669 -1.317 -0.261 -1.025 0.272 -0.628 0.346

(2)
Entry from the Open Molecules 2025 dataset: a molecular structure, CHBrCl2S at a distorted geometry (ωB97M-V with the def2-TZVPD basis set).

ORCA input file:
```
! RIJCOSX wB97M-V def2-TZVPD def2/J DEFGRID3
* xyz 0 3
C -1.0659 0.4940 -0.1238
S -0.9033 1.0315 1.3666
Cl 2.1651 -0.1254 0.6072
Cl -0.8447 1.2445 -1.6150
Br -1.5647 -1.4055 -0.4261
H 2.2134 -1.2391 0.1912
*
```

Calculated values
HOMO energy (alpha / beta)	-7.27 / -10.36	eV
total energy	-3931.16510	a.u.
orbital gap (alpha / beta)	0.27850 / 0.25770	Eh
energy above the lowest of the compared OMol25 structures with the same formula, charge and spin	35.83	kJ/mol

Formally, the Mulliken partial charges of the atoms, in units of the elementary charge, are as follows: 0.226 -0.024 -0.197 -0.126 -0.090 0.211

(3)
Entry from the Open Molecules 2025 dataset: a molecular structure, C22H35NO3P2PdS at a distorted geometry (ωB97M-V with the def2-TZVPD basis set).

ORCA input file:
```
! RIJCOSX wB97M-V def2-TZVPD def2/J DEFGRID3
* xyz 0 3
P -1.2901 -0.6898 -1.9443
P -0.6824 2.9192 -0.9474
C -1.5308 0.9424 -2.7503
C -0.3143 1.7839 -2.3743
H -2.4782 1.3165 -2.3468
H -1.5877 0.7983 -3.8327
H 0.4851 1.1687 -1.9126
H 0.1495 2.3270 -3.2097
C -1.4506 4.4198 -1.6496
H -2.2251 4.8404 -0.9873
H -1.9148 4.1775 -2.6213
H -0.6550 5.1674 -1.8170
C 1.0124 3.5386 -0.6284
H 1.0447 4.6059 -0.8760
H 1.7488 3.0080 -1.2400
H 1.2512 3.4210 0.4282
C -2.6582 -1.8188 -2.5645
H -2.4126 -2.8504 -2.2684
H -2.7311 -1.7993 -3.6595
H -3.6325 -1.5455 -2.1507
C -0.2509 -1.3312 -3.4090
H 0.5966 -0.6774 -3.6362
H -0.9079 -1.3695 -4.2944
H 0.1053 -2.3530 -3.2345
Pd -1.5972 1.7074 0.4257
C 1.5488 -1.9669 -0.9588
C 0.6078 -2.8646 -0.6288
C 0.4371 -4.2763 -1.0990
C 1.7760 -5.0463 -0.9544
C 2.4448 -5.1384 -2.3042
C 2.9318 -4.1444 -3.0672
C 3.3155 -2.7470 -2.6851
C 2.9612 -2.3514 -1.2189
C -1.5164 -0.2701 0.8916
H 1.2995 -0.9081 -1.2071
H -0.1881 -2.4639 0.0073
H 0.0692 -4.3099 -2.1620
H -0.3781 -4.7265 -0.4927
H 2.3964 -4.5548 -0.2030
H 1.5370 -6.0401 -0.5524
H 2.3838 -6.1515 -2.7483
H 3.1416 -4.3453 -4.1265
H 2.9303 -1.9718 -3.3639
H 4.4059 -2.6169 -2.8075
H 3.2923 -3.2056 -0.5856
H 3.6129 -1.5229 -0.8504
H -0.4421 -0.4033 1.0604
H -1.9561 -0.9608 0.1530
H -2.0819 -0.2371 1.8349
O -3.5039 1.5983 3.5955
C -2.3565 2.0408 3.6590
N -1.5403 2.3096 2.5797
S -0.0339 2.8332 2.9058
O 0.9502 1.8631 2.4753
O 0.1385 4.2102 2.4806
C -0.3226 2.7922 4.6693
C 0.6390 3.0224 5.6781
C 0.2001 2.8464 6.9988
C -1.1262 2.4968 7.2885
C -2.0466 2.3110 6.2570
C -1.6131 2.4064 4.9220
H 1.6486 3.3478 5.4483
H 0.8882 2.9973 7.8252
H -1.4434 2.3847 8.3314
H -3.0813 2.0566 6.4549
*
```

Calculated values
HOMO energy (alpha / beta)	-7.93 / -8.29	eV
total energy	-2348.32107	a.u.
orbital gap (alpha / beta)	0.31116 / 0.24640	Eh
energy above the lowest of the compared OMol25 structures with the same formula, charge and spin	0.00	kJ/mol

These are the Mulliken partial charges, in e, on atoms 1 to 8: 0.974 1.254 -1.014 -0.723 0.419 0.536 -0.160 0.553

(4)
Entry from the Open Molecules 2025 dataset: a molecular structure, C2H4Cl5Fe at a distorted geometry (ωB97M-V with the def2-TZVPD basis set).

ORCA input file:
```
! RIJCOSX wB97M-V def2-TZVPD def2/J DEFGRID3
* xyz 2 6
Fe -20.8785 31.3812 -10.2183
Cl -19.1155 32.8511 -10.5848
C -15.5487 32.4595 -10.4934
Cl -15.1090 31.0907 -9.4875
Cl -14.1223 33.3680 -10.9932
H -16.0756 32.1113 -11.3841
H -16.1717 33.1448 -9.9049
C -17.9422 35.5153 -8.4519
Cl -17.9323 37.2654 -8.3448
Cl -16.7106 34.7550 -7.4427
H -18.9015 35.2374 -8.0009
H -17.8770 35.1578 -9.4740
*
```

Calculated values
HOMO energy (alpha / beta)	-17.24 / -16.18	eV
total energy	-3642.41061	a.u.
orbital gap (alpha / beta)	0.23325 / 0.10492	Eh
energy above the lowest of the compared OMol25 structures with the same formula, charge and spin	49.64	kJ/mol

These are the Mulliken partial charges, in e, on atoms 1 to 8: 1.125 -0.134 0.343 0.049 0.161 0.337 -0.192 -0.014

(5)
Entry from the Open Molecules 2025 dataset: a molecular structure, C29H62FN3O5Zr at a distorted geometry (ωB97M-V with the def2-TZVPD basis set).

ORCA input file:
```
! RIJCOSX wB97M-V def2-TZVPD def2/J DEFGRID3
* xyz 0 1
Zr 14.2970 -21.2210 5.0934
C 10.4293 -16.1281 4.1474
C 11.8067 -15.4731 3.9373
C 11.5700 -13.9796 4.3512
C 12.7348 -13.0742 4.6160
C 13.5955 -13.7603 5.6500
C 14.0506 -15.2180 5.3169
N 12.8933 -16.0681 4.8115
O 13.2513 -17.3888 4.5737
C 14.6522 -15.7635 6.6332
C 15.2349 -15.0122 4.2728
C 12.1605 -15.5060 2.4443
H 10.5132 -17.1581 3.8008
H 9.6310 -15.6761 3.5586
H 10.1509 -16.1368 5.2012
H 11.0597 -14.0882 5.3083
H 10.8457 -13.4877 3.7020
H 12.4635 -12.0546 4.8895
H 13.2325 -12.9712 3.6517
H 13.0561 -13.8147 6.5956
H 14.4503 -13.0906 5.7444
H 15.2311 -16.6821 6.5378
H 13.9392 -15.8553 7.4525
H 15.4146 -15.0342 6.9070
H 14.8378 -14.7084 3.3043
H 15.8369 -15.9003 4.0803
H 15.9532 -14.2838 4.6489
H 12.6207 -16.4289 2.0912
H 12.9185 -14.7745 2.1641
H 11.2811 -15.2889 1.8381
C 10.9360 -20.8617 10.8104
C 11.8805 -19.7211 10.3729
C 12.0622 -18.7706 11.6095
C 12.9007 -19.3286 12.7286
C 14.2130 -19.7539 12.1499
C 14.1347 -20.7275 10.9833
N 13.2084 -20.2308 9.9291
O 13.1092 -21.0605 8.7455
C 13.7399 -22.1459 11.4670
C 15.5157 -20.6863 10.3347
C 11.1743 -18.8925 9.2578
H 10.8476 -21.6534 10.0665
H 9.9198 -20.5272 11.0194
H 11.3434 -21.3707 11.6840
H 11.1202 -18.3519 11.9637
H 12.6046 -17.8554 11.3723
H 12.4321 -20.1563 13.2610
H 13.0045 -18.5559 13.4904
H 14.8016 -20.2222 12.9387
H 14.8063 -18.8894 11.8521
H 13.0231 -22.0347 12.2806
H 14.5864 -22.6374 11.9466
H 13.4013 -22.8011 10.6644
H 15.5358 -21.4913 9.6001
H 16.3213 -20.8467 11.0513
H 15.8494 -19.7804 9.8284
H 10.8651 -19.5098 8.4143
H 11.7587 -18.0642 8.8573
H 10.2296 -18.4815 9.6139
C 18.5854 -20.6144 0.9672
C 17.3260 -20.6428 0.0150
C 17.9354 -20.4955 -1.4280
C 18.4036 -21.7863 -2.0158
C 17.2856 -22.8015 -1.9731
C 16.7144 -23.0669 -0.5129
N 16.4262 -21.8259 0.2326
O 15.7906 -22.0338 1.5289
C 17.6153 -24.0021 0.2480
C 15.4311 -23.9096 -0.8125
C 16.4359 -19.4127 0.2139
H 19.2848 -21.4357 0.8112
H 18.3202 -20.7860 2.0104
H 19.2028 -19.7215 0.8693
H 18.7950 -19.8266 -1.4692
H 17.1373 -20.1377 -2.0785
H 19.2616 -22.2100 -1.4939
H 18.6808 -21.6302 -3.0584
H 17.6790 -23.7286 -2.3899
H 16.4635 -22.4699 -2.6073
H 17.9913 -24.8598 -0.3097
H 17.2019 -24.4325 1.1602
H 18.4646 -23.4376 0.6329
H 14.7357 -23.3322 -1.4217
H 14.9114 -24.0775 0.1307
H 15.6344 -24.8898 -1.2438
H 16.9979 -18.5007 0.0125
H 16.0585 -19.3035 1.2306
H 15.5612 -19.5076 -0.4296
F 16.8404 -19.9259 5.6569
C 17.8675 -23.8578 5.6099
O 16.5911 -23.5292 6.1124
H 18.1667 -23.1843 4.8068
H 18.6013 -23.8508 6.4159
H 17.8282 -24.8899 5.2615
H 16.5348 -24.0032 6.9453
C 20.1737 -16.8958 6.9300
O 20.1288 -17.8934 5.9239
H 21.0742 -16.2887 6.8365
H 19.2597 -16.3271 6.7584
H 20.1157 -17.2480 7.9598
H 19.2630 -18.2808 6.0721
*
```

Calculated values
HOMO energy	-5.56	eV
total energy	-1828.80488	a.u.
orbital gap	0.07223	Eh
energy above the lowest of the compared OMol25 structures with the same formula, charge and spin	1914.01	kJ/mol

These are the Mulliken partial charges, in e, on atoms 1 to 8: 1.244 -1.802 1.598 -1.353 -0.702 -1.106 1.223 0.603

(6)
Entry from the Open Molecules 2025 dataset: a molecular structure, H8LiO4 (ωB97M-V with the def2-TZVPD basis set).

ORCA input file:
```
! RIJCOSX wB97M-V def2-TZVPD def2/J DEFGRID3
* xyz 1 1
Li 0.0894 -0.4970 0.2249
O -2.0529 1.4083 -1.2196
H -1.9333 2.0830 -1.8880
H -2.8983 1.6134 -0.8203
O 2.3498 1.9311 0.6486
H 2.4591 2.5080 -0.1074
H 3.1621 2.0298 1.1452
O -2.2107 -1.2484 2.4539
H -2.7656 -0.6062 2.8966
H -2.7532 -2.0349 2.3959
O 2.1329 -2.1928 -1.5803
H 2.3375 -3.1236 -1.6694
H 2.0832 -1.8707 -2.4803
*
```

Calculated values
HOMO energy	-15.15	eV
total energy	-313.08485	a.u.
orbital gap	0.40839	Eh
energy above the lowest of the compared OMol25 structures with the same formula, charge and spin	227.87	kJ/mol

These are the Mulliken partial charges, in e, on atoms 1 to 8: 0.918 -0.615 0.319 0.318 -0.626 0.323 0.320 -0.627